{
  "formula": "C21H40NO10",
  "method": "ωB97M-V/def2-TZVPD",
  "homo_lumo_gap_ev": 7.0,
  "charge": -1,
  "homo_ev": -4.69,
  "elements": ["C", "C", "C", "C", "C", "N", "C", "C", "C", "C", "C", "C", "O", "C", "O", "C", "O", "O", "H", "H", "H", "H", "H", "H", "H", "H", "H", "H", "H", "H", "H", "H", "H", "H", "H", "H", "H", "H", "H", "H", "H", "H", "C", "C", "O", "C", "O", "O", "C", "H", "H", "H", "H", "H", "H", "H", "H", "C", "C", "O", "C", "O", "O", "C", "H", "H", "H", "H", "H", "H", "H", "H"],
  "xyz": [[5.36358, 1.53604, -2.02898], [4.29719, 2.13026, -2.95304], [2.88157, 1.67800, -2.55171], [2.01277, 2.80130, -1.93547], [2.60130, 3.13436, -0.58316], [0.66622, 2.24499, -1.83546], [-0.44876, 3.20460, -1.59680], [-1.36712, 3.21291, -2.84083], [-2.42754, 2.11861, -2.90434], [-1.88646, 0.70706, -3.12166], [-1.22517, 2.76493, -0.35001], [-0.38835, 2.51822, 0.87937], [0.22367, 1.19986, 0.85122], [-0.16330, 0.38797, 1.83018], [-0.33654, -0.80675, 1.65271], [0.01791, 4.67965, -1.38007], [0.34583, 5.29092, -2.43357], [0.01794, 5.14207, -0.20600], [4.98412, 1.50604, -1.01585], [6.27980, 2.11425, -2.03496], [5.56945, 0.50540, -2.29783], [4.38388, 3.20816, -2.88023], [4.48206, 1.81183, -3.97167], [2.36046, 1.18364, -3.36836], [2.99141, 0.92705, -1.77224], [2.11505, 3.64229, -2.62076], [3.64044, 3.42898, -0.68520], [2.57410, 2.25046, 0.04554], [2.09687, 3.97920, -0.13125], [0.49489, 1.82110, -2.73313], [-0.76422, 3.20474, -3.73947], [-1.88943, 4.16205, -2.83397], [-3.07746, 2.35081, -3.74842], [-3.07828, 2.15168, -2.03906], [-1.15583, 0.74162, -3.92682], [-2.66436, 0.00101, -3.38130], [-1.35141, 0.38265, -2.23592], [-1.76372, 1.83075, -0.50531], [-1.97428, 3.50844, -0.10874], [0.33834, 3.29628, 1.05064], [-1.08537, 2.53365, 1.71737], [-0.27380, 0.86596, 2.81440], [-3.52028, -2.33271, -0.19070], [-3.33524, -3.81238, -0.43799], [-4.59383, -4.49616, -0.59463], [-5.18365, -4.34677, -1.77340], [-4.75938, -3.73491, -2.71618], [-6.34341, -5.01313, -1.74245], [-7.12065, -4.87805, -2.93106], [-4.18589, -2.16851, 0.65827], [-2.56004, -1.86014, 0.01797], [-3.96431, -1.83989, -1.05491], [-2.86054, -4.27690, 0.42378], [-2.70054, -3.99822, -1.30364], [-6.54048, -5.14476, -3.81158], [-7.49284, -3.85882, -3.02400], [-7.96082, -5.55990, -2.83266], [2.77709, -1.25519, 3.57890], [1.59939, -2.02713, 4.13388], [2.03158, -3.17461, 4.89310], [2.48465, -2.92012, 6.11154], [2.54091, -1.84561, 6.64877], [2.86517, -4.07867, 6.66249], [3.44254, -3.94304, 7.95928], [3.42585, -1.91589, 3.00254], [2.43175, -0.45015, 2.93169], [3.37617, -0.82134, 4.37918], [0.99904, -2.41983, 3.31774], [0.95367, -1.39522, 4.74249], [2.78342, -3.39244, 8.62678], [4.40786, -3.44312, 7.89175], [3.58536, -4.94935, 8.34322]],
  "forces_ev_per_angstrom": [[-0.331, -0.092, -0.169], [-0.160, -0.390, 0.481], [0.172, 0.219, 0.539], [0.891, -1.213, -0.581], [0.065, 0.437, -0.077], [0.014, 0.811, -0.006], [-0.214, -0.320, 0.073], [-0.614, -0.017, 0.819], [-0.050, -0.224, -0.704], [0.274, 0.600, 0.246], [0.246, -0.529, -0.251], [-0.332, 0.395, 0.575], [-0.365, -0.331, 0.320], [0.020, -1.243, -0.974], [0.365, 1.170, 0.528], [0.570, 1.228, -0.415], [-0.141, -0.507, 0.669], [-0.140, -0.410, -0.531], [0.006, 0.136, 0.337], [0.298, 0.007, -0.074], [0.204, -0.216, -0.092], [-0.171, 0.315, -0.291], [0.219, 0.221, -0.323], [-0.088, 0.115, -0.286], [-0.133, -0.366, 0.064], [-0.394, 0.403, 0.090], [0.300, 0.081, -0.114], [-0.185, -0.118, 0.271], [-0.199, 0.019, 0.254], [-0.122, -0.187, -0.090], [0.266, 0.065, -0.203], [-0.103, 0.277, -0.127], [-0.113, 0.104, -0.172], [-0.118, -0.003, 0.273], [0.064, -0.165, -0.251], [-0.173, -0.233, 0.020], [0.069, -0.310, 0.180], [-0.026, -0.173, -0.242], [-0.099, 0.314, 0.101], [0.374, -0.032, -0.178], [0.019, 0.014, 0.307], [-0.198, 0.084, 0.036], [-0.228, 0.127, -0.087], [0.401, 0.253, 0.131], [0.000, -0.087, 0.060], [0.072, -0.066, 0.146], [0.015, 0.075, -0.155], [-0.105, -0.046, -0.014], [-0.162, -0.060, -0.090], [0.091, -0.039, 0.078], [0.020, -0.039, 0.037], [0.074, -0.034, -0.066], [-0.155, -0.128, 0.023], [-0.138, 0.008, -0.109], [0.056, 0.082, -0.001], [0.075, 0.027, -0.072], [0.032, -0.025, 0.128], [0.214, -0.049, 0.202], [-0.068, 0.315, -0.421], [-0.058, -0.060, 0.014], [-0.108, -0.055, -0.159], [0.043, 0.117, 0.117], [0.051, -0.089, 0.075], [0.063, -0.098, 0.145], [-0.083, 0.005, -0.105], [-0.030, -0.041, -0.042], [-0.067, 0.049, 0.030], [-0.005, -0.161, 0.077], [0.086, -0.052, 0.151], [0.017, 0.089, -0.039], [-0.039, 0.093, 0.034], [-0.032, -0.054, -0.118]]
}

---

{
  "formula": "C21H40P2Ti",
  "method": "ωB97M-V/def2-TZVPD",
  "homo_lumo_gap_ev": [4.7, 6.9],
  "charge": 0,
  "relative_energy_kj_mol": 9.4,
  "homo_ev": [-4.36, -7.15],
  "spin_multiplicity": 3,
  "elements": ["P", "P", "C", "C", "H", "H", "H", "H", "C", "H", "H", "H", "C", "H", "H", "H", "C", "H", "H", "H", "C", "H", "H", "H", "Ti", "C", "C", "C", "C", "C", "C", "C", "C", "C", "H", "H", "H", "H", "H", "H", "H", "H", "H", "H", "H", "H", "H", "H", "H", "C", "C", "C", "C", "C", "C", "H", "H", "H", "H", "H", "H", "H", "H", "H"],
  "xyz": [[1.73242, -1.63756, 0.17003], [0.55097, 1.97618, 0.78423], [1.89259, 0.00910, -0.85221], [1.98433, 1.41349, -0.21802], [1.11160, 0.13673, -1.64167], [2.85970, -0.03451, -1.41823], [2.84945, 1.44256, 0.48696], [2.10345, 2.11857, -1.07827], [-0.79353, 2.78849, -0.06361], [-0.91642, 3.82094, 0.28131], [-1.70888, 2.19459, 0.09395], [-0.53216, 2.80060, -1.14549], [1.21343, 3.05530, 2.01749], [1.03968, 4.08412, 1.71780], [2.24282, 2.75339, 2.19338], [0.59055, 2.73304, 2.90186], [0.66410, -3.10544, -0.43837], [0.67936, -3.72079, 0.49300], [1.12374, -3.73847, -1.22932], [-0.44950, -2.92068, -0.59409], [3.17165, -2.36420, -0.77725], [4.02683, -1.67726, -0.59442], [2.93408, -2.41686, -1.87066], [3.40338, -3.37967, -0.39776], [-0.67185, -0.67527, -1.33067], [-0.35184, 1.23055, -2.79087], [-1.70633, 1.14044, -2.40916], [-2.73257, 0.42988, -3.24069], [-2.30045, -0.99339, -3.70377], [-1.33188, -1.68652, -2.77093], [0.09272, -1.57354, -2.89882], [0.83441, -0.70653, -3.89438], [0.31901, 0.74126, -4.03320], [-1.86229, -1.71166, 0.64885], [0.20343, 2.11922, -2.54862], [-2.16117, 2.10926, -2.08464], [-3.09861, 1.03491, -4.10110], [-3.64739, 0.39032, -2.62379], [-3.22936, -1.59487, -3.78280], [-1.85375, -0.90322, -4.71657], [-1.81963, -2.43285, -2.09105], [0.61298, -2.52555, -2.86512], [0.75290, -1.21655, -4.86040], [1.92435, -0.64934, -3.66814], [1.18777, 1.38604, -4.29628], [-0.25017, 0.85060, -4.96871], [-1.70819, -1.26632, 1.66666], [-1.94079, -2.82172, 0.90340], [-2.89876, -1.42498, 0.37550], [-1.51793, 1.04035, 4.95938], [-0.32521, 0.30103, 4.29656], [0.99311, 0.94023, 4.80828], [-0.34081, -1.19678, 4.59638], [-0.36336, 0.37768, 2.82766], [-0.07919, 0.52797, 1.62221], [-1.48219, 0.96139, 6.06867], [-2.49782, 0.64606, 4.62903], [-1.51372, 2.12591, 4.71460], [1.13377, 0.79499, 5.88422], [1.86866, 0.50784, 4.29358], [1.01387, 2.02763, 4.62687], [-1.21306, -1.63106, 4.11492], [0.53908, -1.64101, 4.15072], [-0.35140, -1.36404, 5.67155]],
  "forces_ev_per_angstrom": [[1.367, -0.348, 0.064], [0.133, -2.447, 1.088], [-0.453, 0.007, -0.880], [-0.275, -0.020, 0.328], [0.892, -0.093, -0.033], [-0.975, -0.501, 0.243], [-0.512, 0.284, -0.633], [0.293, -0.355, 0.772], [0.119, 0.243, -0.856], [0.047, -0.219, 0.088], [0.421, 0.262, -0.060], [-0.521, 0.321, 1.033], [-0.628, 0.167, 0.633], [0.456, 0.300, 0.492], [0.084, 0.470, 0.161], [0.619, 0.794, -0.731], [-1.301, -0.141, 0.192], [-0.044, 0.504, -0.426], [-0.279, 0.829, 0.315], [1.587, -0.365, 0.200], [0.501, 0.189, 0.079], [-0.247, -0.688, -0.280], [0.272, 0.071, 0.851], [-0.043, 0.588, -0.229], [-0.434, 1.910, 5.908], [-0.463, 0.677, -0.447], [-0.159, 1.236, -1.439], [-0.873, -0.617, -0.096], [-0.935, 0.240, -0.672], [-2.237, -0.224, -1.992], [1.607, -1.789, -1.091], [-0.053, -0.058, -1.071], [0.803, -0.716, -1.278], [-0.410, -0.260, 0.153], [-0.123, 0.339, 0.960], [0.585, -1.106, 0.618], [0.588, -0.132, 0.156], [0.277, -0.398, -0.053], [0.549, 0.221, -0.267], [-0.297, -0.233, 0.494], [0.754, -0.040, -0.765], [0.185, -0.015, 0.392], [0.271, 0.173, -0.241], [-0.751, -0.381, 0.155], [-0.358, -0.257, 0.613], [-0.603, -0.183, 0.488], [0.117, -0.103, -1.117], [0.169, 0.966, -0.751], [0.064, -0.069, 0.059], [-0.334, 0.234, 0.042], [0.006, 0.482, 0.067], [0.267, 0.112, -0.117], [-0.190, 0.253, 0.320], [0.088, 0.321, 0.430], [0.067, 1.383, -1.927], [0.125, -0.083, -0.664], [0.526, 0.043, 0.077], [0.120, -0.640, 0.068], [-0.133, -0.109, -0.033], [-0.363, 0.071, 0.142], [-0.092, -0.436, 0.154], [-0.101, -0.185, 0.175], [0.238, -0.252, -0.007], [-0.007, -0.226, 0.144]]
}

---

{
  "formula": "C21H41AsN3O5SiW",
  "method": "ωB97M-V/def2-TZVPD",
  "homo_lumo_gap_ev": 5.7,
  "charge": 1,
  "relative_energy_kj_mol": 99.4,
  "homo_ev": -8.75,
  "elements": ["W", "O", "C", "O", "C", "O", "C", "C", "O", "O", "H", "H", "H", "H", "H", "C", "As", "C", "C", "H", "H", "H", "H", "H", "H", "H", "H", "H", "C", "Si", "C", "C", "C", "H", "H", "H", "H", "H", "H", "H", "H", "H", "H", "H", "N", "C", "C", "N", "C", "C", "H", "H", "H", "H", "H", "H", "H", "H", "H", "H", "H", "N", "C", "C", "C", "C", "C", "C", "H", "H", "H", "H", "H"],
  "xyz": [[1.42264, -0.71160, -0.25649], [5.11474, 0.92767, -1.12649], [3.85421, 0.76356, -0.88060], [3.44835, -0.05060, -0.07631], [2.88587, 1.64609, -1.65453], [1.89186, 0.83221, -2.25269], [2.38517, 0.05168, -3.35519], [2.83052, -1.33461, -2.90972], [3.65338, -1.94583, -3.53459], [2.19764, -1.73163, -1.83092], [5.63560, 0.27651, -0.62077], [3.40075, 2.26226, -2.38989], [2.36714, 2.26533, -0.92687], [3.19604, 0.56979, -3.86543], [1.54960, -0.07279, -4.04119], [-1.81461, -1.77806, -2.34504], [-0.65065, -2.03063, -0.79140], [-2.07223, -2.17338, 0.52160], [-0.20957, -3.87818, -1.20161], [-2.41674, -2.67614, -2.46857], [-1.21465, -1.62914, -3.24220], [-2.48226, -0.92829, -2.20002], [-2.58604, -3.12382, 0.39461], [-2.78304, -1.36392, 0.35993], [-1.67329, -2.09982, 1.53014], [-1.11985, -4.47160, -1.24915], [0.46477, -4.28603, -0.45527], [0.29276, -3.89295, -2.16708], [2.58653, -3.60486, 3.77607], [1.26177, -2.88682, 2.67309], [0.42617, -1.49627, 3.60134], [0.02976, -4.27913, 2.42725], [2.08038, -2.28058, 1.10946], [2.15147, -4.05748, 4.67326], [3.29952, -2.83934, 4.09972], [3.14754, -4.38118, 3.24702], [-0.21955, -1.87436, 4.40015], [-0.17603, -0.87889, 2.93153], [1.17413, -0.84037, 4.06037], [-0.55762, -4.39836, 3.34359], [0.56966, -5.21698, 2.26103], [-0.67183, -4.15344, 1.60490], [2.27781, -3.14798, 0.46590], [3.07455, -1.95142, 1.44962], [-3.36237, 3.65310, -1.91708], [-2.44469, 3.88170, -0.73714], [-1.01686, 3.55958, -1.16419], [-0.86791, 2.25385, -1.77424], [-1.80696, 2.01374, -2.84211], [-3.25393, 2.23299, -2.42201], [-3.08405, 4.28289, -2.67186], [-4.32395, 3.88367, -1.67346], [-2.77044, 3.21316, 0.05404], [-2.56030, 4.91522, -0.41448], [-0.38681, 3.62927, -0.27808], [-0.68213, 4.32460, -1.87801], [-0.78826, 1.50280, -1.09774], [-1.69502, 1.00220, -3.22591], [-1.58340, 2.70113, -3.67004], [-3.51972, 1.58672, -1.58701], [-3.96570, 2.10020, -3.23505], [0.55715, 0.50130, 0.76121], [-0.13981, 1.43506, 1.50432], [-1.52495, 1.34722, 1.65815], [-2.21473, 2.26450, 2.44233], [-1.54423, 3.31162, 3.06005], [-0.16337, 3.40466, 2.91139], [0.53221, 2.47300, 2.15592], [-2.03949, 0.50675, 1.20830], [-3.28373, 2.15025, 2.58621], [-2.07939, 4.02158, 3.67700], [0.37928, 4.19804, 3.41055], [1.61119, 2.52057, 2.07042]],
  "forces_ev_per_angstrom": [[-1.995, 0.070, 0.920], [0.681, 0.202, -0.156], [-0.270, 0.660, -0.320], [0.587, -0.415, 0.433], [0.066, -0.203, -0.173], [0.082, -0.024, 0.133], [-0.113, 0.220, -0.004], [-0.273, -0.043, 0.530], [0.082, -0.183, -0.142], [0.614, -0.220, -0.635], [-0.022, 0.073, 0.015], [0.064, -0.003, -0.022], [-0.004, 0.152, 0.079], [0.010, 0.017, -0.017], [-0.047, 0.030, -0.068], [0.028, 0.103, -0.074], [-0.022, -0.329, -0.149], [0.019, 0.047, 0.131], [0.066, 0.034, 0.051], [-0.083, -0.010, -0.050], [0.002, 0.020, -0.019], [0.012, 0.046, 0.007], [-0.053, -0.029, 0.019], [-0.029, -0.003, -0.021], [-0.015, -0.013, 0.008], [-0.042, -0.051, -0.006], [0.009, -0.007, 0.044], [0.019, 0.003, -0.019], [0.152, -0.059, 0.187], [0.097, 0.073, -0.067], [-0.080, 0.188, 0.095], [-0.084, -0.175, -0.049], [-0.037, 0.387, -0.112], [0.056, 0.025, -0.046], [-0.050, -0.067, -0.029], [-0.020, 0.029, 0.047], [0.066, 0.021, -0.030], [-0.035, -0.007, 0.059], [-0.069, -0.015, -0.054], [0.040, -0.033, -0.049], [-0.059, 0.039, -0.018], [-0.021, -0.010, -0.010], [-0.040, -0.077, 0.038], [0.054, -0.070, -0.010], [0.089, -0.131, 0.047], [0.039, 0.005, -0.025], [-0.041, -0.074, -0.069], [-0.024, 0.328, 0.002], [0.114, 0.047, 0.071], [-0.006, 0.057, 0.060], [-0.048, 0.051, -0.042], [-0.035, -0.019, 0.029], [-0.066, -0.054, 0.062], [-0.024, 0.007, -0.026], [0.026, -0.003, -0.011], [0.031, -0.009, 0.028], [0.063, -0.118, -0.015], [0.017, -0.030, 0.008], [0.027, -0.063, -0.028], [-0.069, -0.004, 0.021], [-0.002, 0.057, -0.017], [0.362, -0.251, -0.280], [0.278, -0.289, -0.253], [-0.225, -0.069, 0.097], [0.006, 0.000, -0.056], [0.042, -0.022, -0.032], [0.020, -0.016, -0.018], [0.083, 0.200, 0.014], [-0.023, 0.030, -0.007], [0.019, -0.017, -0.009], [0.013, -0.015, -0.013], [0.000, -0.018, -0.008], [-0.009, 0.027, 0.026]]
}